# 1
C29H32N6O4Ru | the ωB97M-V functional and the def2-TZVPD basis

Cartesian coordinates (Å):
Ru: 1.49228 0.82282 -0.01475
O: 1.88228 0.52632 2.17405
O: -4.37752 0.86052 -1.02465
O: 1.57058 -1.17038 -0.91165
O: -3.85422 -1.01098 -4.09835
N: 3.59398 0.79422 -1.26425
N: -1.95532 -1.82038 0.54075
N: -0.60972 0.21262 0.75205
N: 0.04048 2.34432 -1.16745
N: -3.54852 1.04842 -3.12575
N: 2.74508 2.60552 0.59805
C: 4.37678 1.98472 -1.01275
C: 1.64128 1.42312 3.03455
C: -4.05092 -2.62948 1.48605
C: 2.41908 -1.94748 -1.45705
C: 1.10158 3.33052 5.06615
C: -1.43922 3.58272 0.25655
C: 3.67708 -1.51828 -2.00665
C: 2.98408 -4.22738 -2.12985
C: -2.52692 2.88222 -0.23035
C: -0.18382 3.29592 -0.25245
C: -1.23802 -0.75938 0.64715
C: -1.34512 -3.14078 0.53115
C: 1.96128 2.82192 2.85475
C: 1.69288 3.72662 3.88825
C: -4.51072 0.18532 -3.75275
C: -1.01782 1.72572 -1.69535
C: -3.50352 -4.05348 1.42525
C: -3.40192 -1.78818 0.38915
C: 4.49278 -2.44818 -2.66525
C: 0.78488 1.97962 5.25745
C: 1.05688 1.05562 4.28785
C: -1.98652 -4.02148 1.60335
C: 2.59658 3.29642 1.66825
C: -3.50942 1.23162 -1.78775
C: 3.45538 3.10962 -0.54105
C: 4.18878 -0.19768 -1.81265
C: 2.13008 -3.34148 -1.53155
C: -2.31862 1.97802 -1.27025
C: 4.16118 -3.78138 -2.73625
H: -1.54912 4.33252 1.02055
H: -4.49052 -1.63228 -4.46865
H: -3.75292 -4.50018 0.45995
H: -1.74312 -3.61568 2.58785
H: 2.74488 -5.27988 -2.13395
H: 5.41178 -2.09728 -3.11405
H: -3.95762 -4.66808 2.20215
H: -2.75912 1.32142 -3.69045
H: 2.73218 3.34092 -1.33625
H: -0.80372 1.00892 -2.48155
H: -3.75582 -0.75708 0.41935
H: -3.52552 3.02502 0.15485
H: 1.20478 -3.67518 -1.08785
H: -3.65822 -2.20828 -0.59105
H: -5.13272 -2.62278 1.34835
H: 2.94918 4.33622 1.69915
H: 0.33088 1.66702 6.18525
H: 0.89948 4.05052 5.84245
H: -1.56932 -5.02768 1.53395
H: 4.04008 4.00812 -0.29845
H: -4.91322 0.67852 -4.64895
H: -3.82512 -2.18998 2.46035
H: 4.80978 -4.47988 -3.23975
H: -0.27212 -3.03208 0.70735
H: 5.09178 1.76312 -0.20865
H: -1.49902 -3.58838 -0.46005
H: 5.23238 -0.07348 -2.12805
H: 1.95618 4.76422 3.74335
H: 4.94178 2.29002 -1.90025
H: -5.31382 0.00632 -3.02685
H: 0.83328 0.00882 4.42355
H: 0.67538 3.87862 0.05405

Forces on the atoms, in the same order (eV/Å):
Ru 3.06 -0.54 0.48
O 0.14 -1.67 -3.08
O -0.17 0.01 0.16
O -2.08 1.83 1.69
O 0.24 -0.28 0.02
N -1.76 0.30 1.45
N -0.14 -0.25 -0.07
N 1.49 0.11 -0.21
N 0.47 -0.30 0.28
N 0.02 -0.25 -0.40
N -1.98 -0.70 -0.29
C 0.32 0.64 0.21
C -0.41 1.91 1.12
C 0.11 -0.13 -0.26
C 1.44 -0.67 -0.84
C 0.16 0.29 -0.19
C 0.00 -0.04 -0.18
C -0.72 -0.07 0.44
C -0.01 0.20 -0.04
C 0.32 -0.14 -0.20
C -0.12 0.29 -0.01
C 0.28 0.69 -0.08
C 0.46 -0.68 0.33
C -0.32 -0.80 -0.10
C -0.24 0.06 0.52
C -0.48 0.17 0.04
C -0.51 0.11 -0.14
C 0.08 0.13 0.29
C -0.87 0.20 0.15
C 0.06 -0.47 -0.02
C 0.19 0.18 -0.16
C 0.27 -0.19 -0.69
C -0.08 0.00 -0.25
C -0.20 -0.13 0.59
C 0.20 0.05 -0.13
C 0.45 -0.09 -0.68
C -0.20 -0.61 -0.17
C -0.11 0.48 0.10
C 0.22 0.10 0.05
C 0.29 0.24 -0.13
H 0.00 0.13 0.11
H 0.00 0.05 -0.03
H -0.04 -0.06 -0.04
H 0.05 -0.05 0.03
H -0.06 -0.10 -0.05
H 0.13 0.00 -0.01
H -0.02 -0.05 -0.03
H -0.06 0.11 0.08
H 0.17 0.04 0.06
H -0.02 -0.16 0.17
H 0.14 -0.11 -0.06
H -0.06 0.02 0.03
H -0.08 -0.02 0.05
H 0.07 0.10 0.01
H 0.01 0.06 0.01
H 0.31 -0.28 -0.06
H -0.06 -0.07 0.09
H -0.02 0.08 0.06
H 0.05 0.05 0.03
H -0.16 -0.16 -0.01
H 0.08 -0.06 0.20
H -0.07 0.04 0.02
H 0.08 -0.04 -0.04
H -0.11 0.03 -0.12
H -0.06 0.13 -0.12
H 0.05 0.13 0.07
H -0.19 0.22 -0.09
H 0.04 0.17 0.01
H -0.11 -0.03 0.05
H 0.15 0.15 -0.17
H -0.04 -0.10 0.03
H -0.04 -0.22 0.14

Computed properties:
energy relative to the best compared isomer or geometry (same formula, charge and spin): 268.3 kJ/mol
HOMO energy (alpha / beta): -0.377 / -0.374 Ha
frontier orbital gap (alpha / beta): 5.97 / 6.09 eV
M: 629.7 g/mol
DFT total energy: -50297.2913 eV
<S²>: 0.766
strongest force on any atom: 3.5 eV Å⁻¹
total charge: +1
multiplicity: 2

Results of the Löwdin charge analysis, in e, for atoms 1 through 2: Ru 1.408; O -0.133

***

# 2
C29H33Br4N5 | the ωB97M-V functional and the def2-TZVPD basis

Cartesian coordinates (Å):
Br: -2.06393 -4.63655 0.56742
Br: 3.12656 3.17459 1.50086
Br: -1.35725 4.41902 1.47900
Br: -3.13948 -3.48066 -3.87687
N: 2.37923 -1.84118 -2.63407
N: -6.93950 2.36396 3.35129
N: 2.02800 -6.45283 3.28792
N: -1.42182 -0.35520 0.97414
N: 5.07724 4.21155 -4.38568
C: 2.46817 3.49021 -3.44464
C: 4.59819 4.67174 -3.18797
C: 0.35185 3.85706 2.16560
C: -6.67598 2.70336 0.93203
C: -1.88001 -4.11755 -1.35711
C: -2.11058 1.65109 -0.26609
C: -0.48490 -0.51435 0.03351
C: 1.98406 -3.68731 3.18467
C: -5.71230 2.74474 3.49237
C: 2.77764 -4.27467 4.07505
C: -1.10874 1.38833 -1.23863
C: 4.42334 3.15716 -4.98426
C: 2.80295 -5.69771 4.13094
C: 3.50638 -0.51154 -0.96260
C: 2.09959 -2.78627 -1.67245
C: 3.25043 -1.58680 -0.06983
C: 3.07069 2.79305 -4.54334
C: 1.13815 2.94590 1.20812
C: 1.38517 -5.83333 2.30931
C: 1.28578 -4.45575 2.29733
C: -4.86868 2.99279 2.43939
C: -3.12726 -4.41366 -2.10549
C: -7.39596 2.34272 2.07059
C: -0.27205 0.26258 -1.06661
C: -2.20253 0.76299 0.77981
C: 2.98588 -0.73222 -2.19493
C: 3.29573 4.39500 -2.77505
C: -5.32628 2.99799 1.10345
C: 2.53051 -2.75289 -0.39277
H: 0.74043 -6.43674 1.68754
H: 1.73330 -2.63701 3.20432
H: -1.14325 -4.71038 -1.89917
H: 0.76747 1.92356 1.28241
H: -5.32455 2.85050 4.49480
H: 2.32130 -3.55480 0.29973
H: 2.93347 4.97316 -1.93785
H: 0.13375 3.26591 3.05502
H: 4.03428 0.34726 -0.57506
H: -8.43977 2.08895 1.95895
H: 1.00279 3.32629 0.19566
H: -2.70007 2.54550 -0.40367
H: 2.59364 1.97317 -5.05969
H: -4.02727 -4.17390 -1.53928
H: 0.50819 0.12027 -1.79967
H: -3.26147 -5.48482 -2.25618
H: 3.33162 -3.79035 4.86558
H: -6.95691 2.59031 -0.10465
H: 3.57444 -6.11100 4.76370
H: -0.95941 1.99227 -2.12144
H: -1.60762 -3.06252 -1.32876
H: 4.88392 2.59699 -5.78456
H: 3.16965 0.00188 -2.96546
H: -2.93498 0.80250 1.57250
H: 0.10135 -1.41741 0.11834
H: 3.49698 -1.44448 0.97198
H: -3.81513 3.20084 2.55410
H: 1.65845 -3.67379 -2.10150
H: 5.25890 5.37170 -2.69816
H: 1.50087 3.25707 -3.02468
H: 0.95968 4.73641 2.37867
H: -4.62339 3.25651 0.32530
H: 0.61089 -3.91940 1.64675

Forces on the atoms, in the same order (eV/Å):
Br 0.15 0.03 -1.10
Br -1.45 -0.49 0.02
Br -0.20 0.30 -0.15
Br 0.02 -0.57 1.08
N -0.71 -0.35 2.04
N -0.98 0.04 -0.87
N 2.33 0.00 1.12
N -0.42 2.06 -1.36
N -0.25 -2.24 0.68
C 2.24 -0.71 -1.18
C -0.58 -0.52 -2.83
C 1.34 -0.94 0.40
C 3.31 0.25 -1.45
C 0.47 0.00 0.00
C 1.41 -0.40 -1.46
C 0.07 -1.76 0.83
C -1.55 1.56 -0.73
C -0.79 -0.74 2.38
C 1.55 -2.85 2.27
C 0.05 -1.03 0.93
C -2.61 1.77 2.64
C -0.93 1.22 -2.17
C -0.72 -2.47 2.62
C 0.50 0.06 -3.29
C -0.28 0.64 0.85
C 1.67 1.07 0.52
C -0.11 1.11 -0.43
C -0.92 0.44 1.23
C -0.57 0.16 -1.04
C 2.14 0.68 -3.46
C -1.64 -0.17 0.05
C -1.41 -0.09 1.48
C -1.09 2.60 -0.92
C 0.46 -1.76 1.01
C 0.38 0.18 -2.42
C 0.15 0.30 0.25
C -0.95 0.17 1.14
C 0.87 1.68 0.48
H 0.14 -0.15 -0.27
H 0.42 0.29 0.02
H 0.67 0.16 0.84
H 0.65 -0.08 -0.03
H -0.10 0.08 0.28
H 0.18 0.18 0.04
H -0.16 -0.22 0.30
H 0.06 0.50 0.15
H -0.06 0.18 -0.48
H -0.12 -0.33 0.06
H 0.13 -0.29 0.00
H -0.23 -0.17 0.27
H -0.24 0.01 0.04
H 0.00 0.72 -0.32
H 0.04 -0.52 0.16
H 0.41 0.07 -0.50
H 0.10 0.45 -0.21
H -1.00 0.04 0.17
H -0.55 -0.80 0.28
H -0.19 0.28 0.06
H -0.09 -0.19 -0.07
H 0.16 0.38 -0.20
H -0.10 0.25 -0.27
H -0.38 0.58 0.02
H 0.26 -0.11 0.28
H 0.48 -0.10 0.15
H 0.19 0.06 0.50
H -0.40 -0.13 0.13
H -0.19 0.13 0.19
H -0.20 -0.02 -0.37
H -0.47 0.03 0.14
H -0.24 -0.18 -0.21
H -0.11 -0.36 -0.33

Computed properties:
HOMO energy (alpha / beta): -0.401 / -0.401 Ha
frontier orbital gap (alpha / beta): 5.90 / 1.62 eV
M: 771.2 g/mol
DFT total energy: -318216.0497 eV
<S²>: 0.768
strongest force on any atom: 4.1 eV Å⁻¹
total charge: +1
multiplicity: 2

Results of the Löwdin charge analysis, in e, for atoms 1 through 2: Br 0.625; Br 0.591

***

# 3
C29H33ClF4N2O2Ru | the ωB97M-V functional and the def2-TZVPD basis

Cartesian coordinates (Å):
Ru: -11.58167 11.33256 2.82381
Cl: -19.26333 9.09394 0.88699
F: -17.90678 12.55814 4.22379
F: -15.69484 14.57473 0.52761
F: -15.62214 11.92669 5.24381
F: -13.34626 13.92580 1.63184
O: -13.16146 10.95756 1.40155
O: -12.94067 9.29034 2.83975
N: -13.22587 12.44423 3.93718
N: -10.49712 12.14072 4.82609
C: -10.23456 14.31523 3.59516
C: -16.91281 10.07921 0.27981
C: -13.05979 12.24358 5.41130
C: -14.49816 13.49581 2.17612
C: -13.58560 9.90353 1.97846
C: -10.49265 7.40933 2.55490
C: -8.13478 8.13667 1.73281
C: -10.87571 9.40702 0.27832
C: -15.65237 12.55948 4.09292
C: -16.93012 13.58377 2.35807
C: -9.58882 10.90672 1.51058
C: -11.30948 10.37491 -0.56173
C: -15.54138 10.21287 0.54374
C: -10.05915 11.96108 0.68452
C: -14.91910 9.53802 1.60295
C: -11.59878 12.54681 5.82083
C: -11.61920 12.77465 -1.14049
C: -14.40516 12.78549 3.45163
C: -16.83976 12.95238 3.57680
C: -10.54244 9.65213 5.53579
C: -10.92384 11.70530 -0.38288
C: -9.99800 9.59579 1.33663
C: -17.56672 9.24470 1.16768
C: -16.97647 8.50319 2.14921
C: -9.58900 13.24595 4.49570
C: -9.76143 10.97580 5.55164
C: -15.62713 8.60191 2.28356
C: -9.47587 8.55583 2.30485
C: -15.71231 13.86359 1.66126
H: -8.74173 12.73935 4.07149
H: -9.49978 15.14359 3.31317
H: -11.27212 8.44311 0.08870
H: -8.90293 11.11198 2.30762
H: -11.81835 10.15365 -1.49557
H: -13.66822 12.91685 5.94595
H: -9.89620 8.82552 5.84781
H: -9.64424 13.00257 0.75067
H: -7.65141 7.24547 2.26536
H: -9.33034 9.07536 3.24862
H: -17.86446 13.99921 2.03793
H: -10.65692 13.95596 2.68586
H: -11.71718 13.69491 -0.54563
H: -11.35450 9.72584 6.25728
H: -10.39216 6.63314 1.74848
H: -10.26812 6.82032 3.49978
H: -8.87579 10.87674 4.94685
H: -17.58292 7.98203 2.87207
H: -9.52385 11.29944 6.58764
H: -8.36418 7.80541 0.71516
H: -10.99784 14.91296 4.18260
H: -11.14520 13.01829 -2.07855
H: -11.52546 12.02844 6.74500
H: -9.24159 13.60705 5.41989
H: -11.59535 13.69329 6.02571
H: -13.31818 11.22476 5.77151
H: -14.87360 10.80163 -0.13654
H: -15.22243 8.10555 3.10483
H: -7.45632 9.00324 1.62069
H: -12.61692 12.43726 -1.38111
H: -10.99679 9.33707 4.56746
H: -17.51899 10.64106 -0.42377
H: -11.45602 7.82224 2.49019

Forces on the atoms, in the same order (eV/Å):
Ru 0.46 0.05 0.17
Cl -0.57 -0.09 0.28
F -1.16 0.13 0.50
F -0.42 -0.18 0.27
F -0.42 -0.58 0.66
F -0.73 -0.39 0.04
O 0.68 0.55 0.32
O 0.77 0.36 0.89
N 0.16 -0.40 1.37
N -2.10 -1.72 1.99
C 0.91 2.24 1.75
C 1.42 -0.03 1.13
C 1.18 -1.00 -1.42
C 0.56 -0.51 0.98
C -0.12 0.42 -0.81
C 2.45 -1.61 -0.45
C 0.66 -1.32 -0.02
C 0.07 -1.50 -0.06
C 1.56 0.18 0.12
C 1.49 0.83 -0.73
C -0.06 1.01 -0.33
C 0.80 1.24 -1.27
C 0.21 0.86 -1.56
C 0.58 0.98 -0.48
C -1.12 -0.10 -1.83
C -0.57 2.49 -1.49
C -0.04 0.68 0.12
C -0.46 0.96 -1.10
C -0.11 -0.48 -0.77
C -0.35 0.29 0.05
C -0.11 -0.34 1.11
C -0.65 0.66 0.63
C -1.46 0.15 -1.07
C -0.72 -0.08 0.09
C -0.75 -0.48 -0.82
C -0.56 0.81 -1.31
C -0.55 0.27 1.17
C -0.49 -0.38 0.01
C -0.37 0.05 0.38
H 0.53 0.14 -0.74
H -0.60 -1.35 0.34
H -0.11 -1.08 -0.04
H 0.59 0.27 0.26
H -0.53 -0.28 0.45
H -0.83 0.78 0.64
H -0.01 0.22 0.05
H -0.47 -1.12 0.36
H -0.55 1.46 -0.54
H 0.16 0.07 0.19
H -0.32 -0.11 -0.38
H -0.45 -0.48 -0.61
H 0.13 -0.27 -0.23
H -0.14 -0.23 0.06
H -0.12 0.71 0.49
H -0.45 1.04 -0.92
H 0.71 -0.23 0.15
H -0.02 -0.43 -0.20
H 0.07 -0.25 -0.67
H 0.33 -0.18 -0.03
H 0.51 -0.95 -0.74
H 0.33 0.12 -0.33
H 0.77 -0.25 0.91
H 0.54 1.19 1.19
H 0.56 -1.96 -0.40
H -0.01 0.35 -0.74
H -0.92 -0.27 0.87
H 1.08 -0.83 1.11
H -0.11 -0.57 0.33
H -0.34 -0.04 -0.04
H 0.39 0.53 0.48
H 0.56 -0.15 -0.23
H -1.34 0.11 0.47

Computed properties:
HOMO energy (alpha / beta): -0.397 / -0.421 Ha
frontier orbital gap (alpha / beta): 8.78 / 6.15 eV
M: 654.1 g/mol
DFT total energy: -63648.3818 eV
<S²>: 8.807
strongest force on any atom: 3.4 eV Å⁻¹
total charge: +1
multiplicity: 6

Results of the Löwdin charge analysis, in e, for atoms 1 through 2: Ru 1.442; Cl 0.706